Entry 1:
Entry from the Open Molecules 2025 dataset: 4 unconnected molecules or ions with the total composition C25H33F3O3PS2 (ωB97M-V with the def2-TZVPD basis set).

Structure (XYZ):
```
67
Properties=species:S:1:pos:R:3
C -3.45793 -0.98680 -2.43631
C -2.00851 -1.50791 -2.22731
O -1.57047 -1.53311 -0.85447
P -2.11057 -2.85296 -0.00151
O -3.62124 -2.95670 0.08179
C -1.52723 -2.54190 1.74797
C -1.33801 -0.99858 2.00633
C 0.18309 -0.62134 1.95423
S 0.24655 1.17352 1.46295
S 2.09679 2.00016 2.05177
O -1.47227 -4.29865 -0.49231
C -2.18605 -4.89507 -1.58732
C -1.22884 -5.14877 -2.81042
H -3.50843 0.06034 -2.07646
H -4.23289 -1.58338 -1.92695
H -3.66745 -1.05171 -3.52530
H -1.86793 -2.46739 -2.76529
H -1.33939 -0.78785 -2.74550
H -0.62331 -3.12304 2.01309
H -2.31220 -2.85742 2.46091
H -1.75995 -0.75400 3.00141
H -1.90287 -0.38292 1.28130
H 0.73459 -1.23330 1.21777
H 0.64319 -0.68698 2.95874
H 0.21883 1.23330 0.08526
H 2.23609 3.03824 1.15949
H -2.68086 -5.84685 -1.31158
H -2.99597 -4.24773 -1.98191
H -0.41647 -4.39852 -2.85723
H -0.79484 -6.16247 -2.80804
H -1.84364 -5.04287 -3.72977
F -0.11226 2.29444 -2.07727
C 0.21705 3.60765 -1.98539
C 0.66331 4.28029 -3.10649
C 0.99395 5.62597 -2.99967
C 0.88454 6.27675 -1.77412
C 0.43932 5.58511 -0.65540
C 0.09820 4.24296 -0.76435
H 0.74965 3.75543 -4.04930
H 1.33758 6.16701 -3.87134
H 1.14698 7.32370 -1.69277
H 0.35827 6.08866 0.29729
H -0.26245 3.68671 0.09448
F 4.35610 -9.39120 -1.55800
C 3.18131 -8.84135 -1.21680
C 2.27133 -9.58613 -0.48766
C 1.05746 -9.01380 -0.13116
C 0.76403 -7.71000 -0.51556
C 1.68638 -6.97589 -1.25191
C 2.90570 -7.54148 -1.60139
H 2.51479 -10.60209 -0.20466
H 0.34048 -9.58388 0.44535
H -0.18561 -7.26625 -0.23995
H 1.45521 -5.96222 -1.55403
H 3.63990 -6.98261 -2.16741
F 1.58770 7.77884 1.24841
C 1.36094 8.13911 2.53069
C 0.09294 7.98572 3.06201
C -0.13772 8.35189 4.38189
C 0.89710 8.87485 5.14869
C 2.16447 9.02727 4.59894
C 2.40134 8.65261 3.28280
H -0.70289 7.58473 2.44617
H -1.12362 8.23069 4.81158
H 0.71435 9.16401 6.17584
H 2.96858 9.43856 5.19510
H 3.38380 8.75659 2.84004
```

Output
E_HOMO   -0.399 Eh
Total energy   -2635.2216 hartree
Total charge   +1
HOMO-LUMO gap   0.2363 Ha



Entry 2:
Entry from the Open Molecules 2025 dataset: 2 unconnected molecules or ions with the total composition C9H11N5O6 (ωB97M-V with the def2-TZVPD basis set).

Structure (XYZ):
```
31
Properties=species:S:1:pos:R:3
C -1.12680 -1.24118 1.15431
N -0.68846 0.17504 1.13220
C -1.10088 0.91575 -0.06685
C -1.09100 0.89945 2.34527
H -0.73502 -1.74624 2.03561
H -2.21427 -1.30197 1.16866
H -0.75727 -1.76113 0.27221
H -0.69977 1.92775 -0.04506
H -0.72572 0.42066 -0.96108
H -2.18723 0.97243 -0.12496
H -0.69138 1.91228 2.33100
H -2.17683 0.95363 2.41316
H -0.70772 0.39480 3.23080
O 4.44562 -2.04338 6.26539
N 4.14727 -2.66367 5.24085
O 4.16150 -3.89703 5.18257
C 3.76056 -1.93539 4.05522
C 3.44380 -2.61541 2.91014
C 3.03240 -1.94249 1.74628
N 2.72113 -2.70235 0.55182
O 3.19400 -3.83854 0.44268
O 1.99978 -2.18485 -0.30859
C 2.94598 -0.56685 1.72343
C 3.29020 0.12901 2.87612
N 3.39188 1.45773 3.26659
O 3.12730 2.41145 2.50111
O 3.79756 1.60704 4.54047
N 3.97378 0.38322 4.99336
C 3.69047 -0.52128 4.03521
H 3.52367 -3.69329 2.90568
H 2.61894 -0.04821 0.83598
```

Output
E_HOMO   -0.321 Eh
ΔE to the lowest compared entry with this formula, charge and spin   70.8 kcal/mol
Total energy   -1074.3729 hartree
HOMO-LUMO gap   0.2263 Ha
SMILES   O=[N+]([O-])c1cc([N+](=O)[O-])c2no[n+]([O-])c2c1.CN(C)C



Entry 3:
Entry from the Open Molecules 2025 dataset: a molecular structure, C41H44ClIN8O8PPb (ωB97M-V with the def2-TZVPD basis set).

Structure (XYZ):
```
105
Properties=species:S:1:pos:R:3
Pb 1.11438 0.84415 -0.82670
Cl 0.25707 3.72293 -7.67030
C 1.30971 3.30997 -6.36590
C 2.12061 4.32436 -5.80979
C 2.95589 4.01929 -4.78231
C 3.02025 2.67334 -4.22932
O 3.76467 2.40920 -3.26743
C 2.16594 1.66040 -4.84913
C 2.19219 0.28707 -4.32416
N 1.25868 -0.50765 -4.69092
C 1.10930 -1.84414 -4.27724
C 0.32513 -2.60377 -5.11563
C 0.08542 -3.97027 -4.89158
C 0.63029 -4.58571 -3.80331
C 1.41738 -3.84533 -2.89154
C 2.00818 -4.45069 -1.75580
C 2.75923 -3.70072 -0.90628
C 2.87767 -2.31517 -1.15471
N 2.34137 -1.72052 -2.19065
C 1.64987 -2.46446 -3.09639
C 1.33449 2.00574 -5.89741
H 2.06465 5.32589 -6.21482
H 3.59811 4.76425 -4.33083
H 3.01160 0.02038 -3.66705
H -0.09577 -2.10737 -5.97998
H -0.53213 -4.52536 -5.58550
H 0.46588 -5.64016 -3.61600
H 1.83787 -5.50598 -1.57500
H 3.22685 -4.12583 -0.02820
H 3.39478 -1.67763 -0.44561
H 0.70032 1.24609 -6.33483
O 4.01848 1.97839 4.85027
C 3.54327 1.80254 3.75639
C 3.75743 0.59410 2.86625
O 4.46674 -0.36288 3.10768
C 2.90583 0.80609 1.69648
C 2.22694 2.04331 1.79175
O 1.39923 2.44318 0.91630
C 2.58430 2.72916 3.03393
O 2.18374 3.80409 3.43390
O 2.73793 0.00588 0.72557
I -3.11332 2.09234 -1.39306
C -1.70789 3.59844 -0.99376
C -2.17392 4.84876 -0.60476
C -1.23391 5.84318 -0.40004
C 0.10995 5.55865 -0.59475
C 0.46327 4.27503 -0.96528
N -0.43505 3.30332 -1.15850
H -3.23089 5.02465 -0.46968
H -1.55050 6.83015 -0.08746
H 0.87618 6.30367 -0.43600
H 1.50148 3.99077 -1.08453
O -1.57450 3.74988 -4.28064
N -1.40600 2.67102 -4.75689
O -1.59594 1.56757 -4.36923
N -0.43578 -0.20104 0.14454
P -1.13248 -0.67697 1.41443
N -2.53281 -1.53011 1.01447
C -3.18408 -2.30813 2.06625
C -3.07865 -3.80181 1.78474
C -3.80910 -4.15308 0.47663
C -3.86197 -2.93885 -0.46178
C -2.59375 -2.11032 -0.33088
N -1.70845 0.42055 2.55255
C -3.08330 0.93875 2.50060
C -3.11783 2.44768 2.69940
C -2.47542 2.84078 4.02917
C -1.11488 2.13457 4.21788
C -0.69413 1.41229 2.94823
N -0.19806 -1.70839 2.37064
C 0.87629 -2.42733 1.66417
C 1.49249 -3.47611 2.57771
C 2.18972 -2.80979 3.77210
C 1.42474 -1.54648 4.19939
C -0.04810 -1.66681 3.82565
H -4.24105 -2.02060 2.15589
H -2.71278 -2.06762 3.02013
H -3.48314 -4.37592 2.62192
H -2.01626 -4.04882 1.70912
H -4.82245 -4.50314 0.68904
H -3.29168 -4.97654 -0.02234
H -4.71931 -2.30631 -0.21452
H -3.99012 -3.25967 -1.49752
H -2.55446 -1.30291 -1.06070
H -1.72442 -2.75257 -0.53839
H -3.68172 0.47079 3.29633
H -3.54824 0.66772 1.55282
H -4.15635 2.78593 2.65906
H -2.59523 2.93360 1.87209
H -3.15348 2.56724 4.84261
H -2.35398 3.92503 4.07412
H -1.17641 1.41043 5.03495
H -0.33474 2.85106 4.48005
H 0.25308 0.89165 3.10960
H -0.49931 2.12828 2.14307
H 1.65320 -1.73089 1.33066
H 0.46136 -2.89532 0.76677
H 2.20374 -4.08098 2.00998
H 0.70723 -4.15579 2.92363
H 3.21402 -2.53910 3.50924
H 2.24327 -3.51707 4.60422
H 1.83915 -0.67394 3.68591
H 1.53603 -1.36623 5.27077
H -0.63259 -0.83969 4.21606
H -0.46051 -2.58162 4.27989
```

Output
E_HOMO (alpha / beta)   -0.152 / -0.152 Eh
ΔE to the lowest compared entry with this formula, charge and spin   53.7 kcal/mol
Total energy   -3920.8203 hartree
Total charge   -1
HOMO-LUMO gap (alpha / beta)   0.1620 / 0.1304 Ha



Entry 4:
Entry from the Open Molecules 2025 dataset: 2 unconnected molecules or ions with the total composition C2H6INOS (ωB97M-V with the def2-TZVPD basis set).

Structure (XYZ):
```
12
Properties=species:S:1:pos:R:3
C 0.37064 1.38363 -1.65659
C -0.03176 1.35897 -0.09287
N 0.71562 0.30803 0.53970
O 2.00837 0.73088 0.81837
S 3.18910 -0.29866 1.13486
I 0.70223 -3.73594 2.88392
H 0.04621 0.46498 -2.28157
H 0.01050 2.36806 -2.02055
H 1.42000 1.54698 -1.68813
H 0.36440 2.28523 0.14200
H -1.10196 1.24245 0.12742
H 1.26695 -2.18453 2.44626
```

Output
E_HOMO (alpha / beta)   -0.329 / -0.329 Eh
ΔE to the lowest compared entry with this formula, charge and spin   82.0 kcal/mol
Total energy   -905.4832 hartree
HOMO-LUMO gap (alpha / beta)   0.2504 / 0.2504 Ha